1.
Density functional theory data (ωB97M-V/def2-TZVPD) for a molecular structure, C52H34BF4N5Os in a non-equilibrium geometry.

Geometry as XYZ:
```
97
Properties=species:S:1:pos:R:3:forces:R:3
H 1.191900 1.737600 -5.346400 0.01 -0.08 -0.05
H 1.944300 2.850500 -0.590400 0.01 0.10 0.16
C -2.876800 6.661600 -0.112800 -0.05 0.12 -0.04
H 1.592800 4.652700 -2.236900 -0.02 0.05 0.04
C -1.227000 -1.719300 -2.128200 -0.26 0.30 -0.45
C -0.614800 -0.459900 7.837300 0.01 0.00 0.07
C -1.959700 0.630600 -2.233200 -0.03 -0.26 -0.34
C 1.774000 -4.370000 0.177700 0.19 -0.12 -0.11
F -1.231200 -2.934900 3.044300 0.77 -0.09 0.56
H 0.390800 7.391200 0.357700 0.04 0.00 0.01
C -1.925300 -0.674900 -2.735800 0.26 0.10 0.39
H 1.446100 0.049000 8.131800 0.01 0.01 0.03
H 0.506200 4.920000 0.439500 0.14 -0.07 0.05
N 0.924000 5.223900 -5.524900 -0.04 0.09 -0.15
C 3.737900 -5.467100 -0.670100 0.10 -0.04 -0.05
H -1.477600 -3.359900 -3.609600 -0.06 -0.07 -0.15
C -2.205900 2.863200 -2.184600 0.09 -0.22 -0.02
Os -0.630800 -0.141400 0.379100 -0.75 -0.33 0.29
C 1.404100 -5.529700 0.847400 0.01 0.09 -0.08
C 1.547800 0.960200 -3.388800 -0.04 -0.19 0.25
C -2.542900 -1.023900 -6.440500 0.05 0.04 -0.09
C -0.127600 -0.000900 5.139800 -0.08 -0.04 0.22
F -2.482400 -3.748600 1.357000 -0.12 -0.70 -0.68
C -1.587400 4.647200 0.113800 0.07 0.18 -0.02
C -1.646600 2.397600 -0.952000 -0.16 0.31 0.34
N -0.669000 1.381300 1.676800 -0.09 0.20 0.33
C -0.438700 5.416900 0.282500 -0.09 0.03 -0.07
C 1.766000 1.243700 -2.008000 -0.04 0.33 -0.25
C 1.142900 -2.350200 1.415600 0.02 -0.33 -0.17
C 1.505700 -1.899300 3.580200 -0.05 -0.18 -0.31
H -0.801200 -0.634600 8.887200 -0.02 -0.03 0.06
H -3.829700 7.152500 -0.254700 -0.04 0.00 -0.01
C 2.202800 -6.656500 0.747300 0.08 -0.08 0.04
C -1.392700 -0.396000 5.568400 0.12 -0.01 0.08
C 0.670400 -0.898400 2.988100 -0.06 0.37 0.53
H -1.033400 2.577700 4.738000 -0.01 0.02 0.21
H 1.882600 0.446500 5.750900 0.07 0.04 -0.10
H 2.066600 -0.783000 -1.367400 -0.11 -0.23 -0.06
C 1.355400 1.960000 -4.301800 -0.11 0.25 -0.07
C -1.303300 3.320900 2.694300 0.15 -0.21 0.01
H 0.500900 -5.536700 1.439100 -0.13 0.01 0.06
B -2.393900 -2.788900 2.325900 0.18 0.30 -0.37
C -2.437400 1.768000 -2.956000 0.10 0.05 0.13
H 1.792500 -1.928100 4.612100 0.01 -0.05 0.19
C 0.144000 -2.802000 -0.800100 0.37 -0.43 0.40
H -3.700700 4.684300 -0.195700 -0.12 -0.08 -0.03
H -2.864900 1.725900 -3.939800 -0.08 0.03 -0.13
C -3.812600 -1.578200 -6.456400 -0.05 -0.01 -0.07
C 1.120200 4.346500 -4.808300 -0.09 0.58 -0.50
H -2.613400 -0.940100 7.225200 -0.10 -0.05 0.06
C -3.862900 -1.521900 -4.056400 0.05 0.04 -0.02
C 1.823000 -2.782600 2.599200 -0.06 0.31 0.11
C -1.022500 -3.015800 -2.701200 0.12 -0.04 0.20
N -0.523400 -1.623700 -0.959700 -0.03 -0.25 -0.17
C -2.592300 -0.957700 -4.032800 -0.04 -0.10 -0.12
C -2.807300 5.279900 -0.086700 0.02 -0.10 0.04
C -1.630400 -0.626800 6.910000 -0.08 0.06 0.08
H 1.558500 -0.071500 -3.709000 -0.04 -0.12 -0.05
C 1.580600 3.615800 -2.540500 -0.09 0.11 -0.25
C -1.727600 7.418900 0.044800 -0.01 0.08 -0.05
C 0.893300 0.149800 6.069500 0.01 0.10 -0.06
C 0.646100 -0.074400 7.414300 0.08 0.01 0.07
C 1.997300 0.248300 -1.070400 0.81 0.05 -0.38
H 2.406500 -3.678700 2.671600 0.14 -0.13 0.06
F -3.473700 -2.735500 3.145900 -0.84 0.09 0.52
C -0.163000 -3.680100 -1.885400 -0.10 0.27 -0.09
C 1.358400 3.305000 -3.894300 0.14 -0.74 0.80
H -1.659300 4.326600 2.800800 -0.03 0.20 0.03
H -0.943800 -0.291700 -5.221000 0.14 0.08 0.03
H -5.462400 -2.257500 -5.263500 -0.03 -0.03 -0.03
H -2.415400 3.889100 -2.417600 -0.02 0.17 -0.05
H -2.015100 -0.833700 -7.365900 -0.03 -0.01 -0.03
C 0.033900 0.140800 3.677200 0.22 -0.09 -0.62
N 0.514600 -1.164600 1.660000 0.28 -0.11 0.05
H 3.992400 -7.498500 -0.067300 0.07 -0.13 0.00
C -4.471700 -1.825000 -5.262900 -0.04 -0.02 -0.02
C -0.559200 1.231400 3.034400 0.29 -0.17 0.40
H 1.929100 -7.566200 1.261500 -0.07 -0.04 0.05
C -1.937400 -0.713900 -5.234700 -0.03 -0.01 0.06
H 3.212000 -3.428200 -1.087200 0.06 0.08 -0.09
C -1.120300 2.647500 1.446400 -0.15 0.37 -0.40
C -0.993900 2.431300 3.676900 -0.03 -0.01 -0.22
C 0.989100 -3.120300 0.265600 -0.28 0.38 -0.02
H -2.169600 -0.564700 4.839800 -0.14 -0.02 -0.12
H 0.221500 -4.674900 -1.984800 0.06 -0.21 -0.07
C -0.504500 6.797000 0.237400 -0.01 0.09 0.03
H 4.649600 -5.443300 -1.250800 0.03 0.00 -0.03
C 2.937400 -4.344000 -0.584400 -0.08 -0.06 0.08
H -4.373100 -1.733300 -3.129900 -0.04 0.01 0.17
N -1.488900 1.034600 -1.012300 -0.20 0.16 -0.25
F -2.308300 -1.498900 1.618500 0.05 0.75 -0.29
H -4.286100 -1.819700 -7.397100 -0.03 -0.01 -0.05
C -1.442100 3.178100 0.188000 0.00 -0.52 0.11
C 3.368000 -6.621700 -0.002100 0.03 -0.10 -0.02
H -1.783100 8.495600 0.010800 -0.02 0.13 0.01
H 2.371700 0.499800 -0.091900 -0.18 0.08 0.28
C 1.771000 2.617300 -1.629800 0.06 -0.27 0.16
```
Forces are in eV/Å.

Its energy above the lowest of the compared OMol25 structures with the same formula, charge and spin is 4.8 kcal per mole. The multiplicity is 5. The charge is 0. Its orbital gap (alpha / beta) is 5.904 / 5.191 eV. Its total energy is -75945.8229 eV.


2.
Density functional theory data (ωB97M-V/def2-TZVPD) for 8 unconnected molecules or ions with the total composition C52H35F3INO33S in a non-equilibrium geometry.

Geometry as XYZ:
```
126
Properties=species:S:1:pos:R:3:forces:R:3
H 2.065855 -12.749479 -1.337523 0.05 -0.07 -0.01
H -3.309236 1.203154 -1.123052 0.22 0.02 -0.30
C -3.268244 8.895181 6.919329 -0.06 -0.07 -0.18
C 0.522151 -2.263056 -3.178409 0.27 -0.23 0.09
C -2.358640 9.249753 7.836544 -0.40 0.01 -0.02
C 0.698913 -9.970972 -1.104892 -0.12 0.24 0.04
O 5.167368 6.289874 5.392851 -0.13 0.10 0.23
O -1.569953 -1.221408 -3.227514 -0.08 -0.15 0.32
C 1.754785 -2.389400 -3.684307 0.17 0.04 -0.09
H -3.518232 5.543778 0.453572 -0.04 0.26 -0.34
C -1.016880 -7.178230 2.347629 -0.02 -0.38 0.09
O 1.308450 4.334334 -1.390254 0.68 -0.72 -0.05
C -7.014113 -2.176480 -0.318241 0.17 0.19 0.02
O -0.384372 -7.314394 3.507892 0.01 0.20 -0.05
C 6.410778 0.790539 -4.790545 -0.28 -0.22 0.40
H 3.937780 2.965958 -2.073606 -0.11 0.03 0.09
O -1.051421 4.651413 -1.517317 -0.94 -0.68 -0.12
O 2.207052 2.397922 0.291255 -0.13 -0.34 -0.22
O 7.563680 2.027723 -6.482018 -0.02 -0.17 0.05
O -2.687391 9.785676 9.005436 0.19 0.00 0.01
H -0.756597 0.294472 -5.214047 0.02 -0.04 -0.04
O -3.654595 3.225506 2.044655 0.10 -0.02 -0.89
H -1.846269 9.947291 9.471901 0.06 0.03 0.06
O 2.717792 -7.083358 -2.264003 -0.18 0.00 0.08
C -5.605769 -2.059996 -0.651606 -0.55 0.09 0.16
C 5.521579 0.797019 -3.640681 0.09 -0.14 -0.13
O 0.363269 -7.641534 -1.211749 0.00 0.26 -0.04
H -1.744137 5.337734 0.575927 0.06 0.10 -0.32
C 2.442186 -8.354148 -1.992819 0.36 0.03 -0.15
O -3.621517 -3.054058 -1.516462 0.01 0.03 0.07
H -9.134404 -4.440123 -0.453915 -0.05 -0.07 0.00
H -1.862500 7.396681 3.798180 -0.06 0.01 -0.03
O 1.681941 4.859519 1.690602 -0.21 -0.09 -0.16
H 7.789753 1.083728 -6.576200 0.03 -0.08 -0.02
C -1.367578 8.105198 5.440459 0.42 0.00 0.05
C -2.989206 3.644974 1.133710 -0.10 0.40 0.95
I -0.318102 -1.873371 2.081011 -0.09 0.35 -0.20
O -0.118821 9.426587 8.477306 -0.12 0.10 0.22
H 1.885817 -0.229135 0.618187 0.43 -0.01 0.06
O -4.957668 -1.043653 -0.488253 0.29 0.04 -0.08
H -0.289637 -10.138982 -0.698671 0.00 -0.03 -0.01
O 1.273945 -12.238595 -1.084822 0.19 0.00 -0.07
H -1.576268 -4.601955 0.043322 -0.02 -0.02 -0.03
F -0.576067 1.609714 -3.008757 -0.02 -0.17 0.29
C -0.978964 -5.804794 1.746335 -0.16 0.31 -0.64
H -0.019637 -6.436716 3.723035 0.04 0.05 0.05
C 2.169280 -1.553381 -4.801441 -0.01 -0.32 0.38
C -0.125247 2.491036 -0.181786 0.37 -0.11 -0.19
O -8.931442 -3.513887 -0.225014 0.05 -0.18 -0.07
F -0.618989 3.546859 -3.954223 -0.13 0.04 -0.19
C 3.910615 4.975393 2.349278 0.47 -0.07 -0.10
O -3.600237 7.978261 4.771921 0.13 -0.11 -0.21
C 0.032448 2.787274 -3.090139 -0.50 0.45 0.13
C -0.081591 0.064409 1.319616 -0.34 -0.68 0.17
H -4.329601 9.025655 7.074955 0.00 0.02 0.02
C -2.837111 8.311077 5.658215 -0.32 0.17 0.36
H 0.601798 8.313908 6.197328 0.00 -0.03 0.00
C -4.904043 -3.253706 -1.232894 0.12 -0.32 -0.04
O -1.967459 0.972681 2.382130 -0.12 0.15 -0.21
H 5.312954 -0.149753 -3.162810 -0.02 0.00 0.00
C -6.942198 -4.542784 -1.064871 0.48 -0.10 -0.21
C -2.701514 5.119120 1.021659 0.33 -0.68 0.32
C -1.271884 2.150197 0.408508 0.03 0.38 -0.55
C 6.200019 3.254152 -5.025958 -0.12 0.12 0.10
C 2.441817 5.186351 2.577614 -0.16 0.24 0.43
O 4.177946 2.022635 -2.168463 -0.03 0.23 -0.08
O 0.085169 -2.998664 -2.160994 -0.14 0.14 -0.04
C 2.016969 5.766185 3.841795 -0.20 -0.10 -0.17
C -2.251578 -6.603502 -0.140903 0.14 0.49 -0.07
C -0.885077 9.065301 7.605822 0.25 -0.21 -0.38
H -7.509726 -1.304385 0.084001 -0.02 -0.01 0.01
H 1.927297 -6.574812 -2.002675 -0.05 0.06 0.02
O 3.665284 -11.674047 -2.063729 -0.11 -0.25 0.06
C 5.292076 3.259383 -3.888177 0.30 0.16 -0.39
H -5.048069 -5.289174 -1.832931 0.06 0.03 0.00
O 3.264396 -1.620476 -5.321749 0.07 0.19 -0.19
C -0.458069 8.460249 6.354401 0.16 0.10 0.16
C 1.083946 -8.604038 -1.405865 -0.25 -0.50 0.14
C 6.728426 2.100641 -5.451949 0.04 0.36 -0.12
O 6.915639 -0.217483 -5.246955 0.18 0.07 -0.20
O -0.387964 -4.916690 2.337686 0.15 -0.22 0.53
C 1.142931 1.823717 0.263199 1.01 0.33 0.00
C 2.928670 6.114899 4.755068 -0.42 0.00 0.00
H 0.956408 5.900205 4.005301 0.01 0.05 0.01
H 2.472237 -3.098400 -3.295640 -0.01 -0.02 0.01
O -2.841521 -6.440447 -1.315288 -0.18 -0.41 -0.11
C 4.399556 5.931450 4.519556 0.34 -0.21 -0.41
C -7.648441 -3.339390 -0.510037 -0.13 0.32 0.14
O 4.763914 4.262276 -3.453385 -0.16 -0.03 0.22
H 3.382107 4.251362 0.722929 -0.02 -0.12 -0.08
H 6.420560 4.201763 -5.496234 0.01 -0.01 -0.02
H -3.675492 1.043601 0.583569 -0.03 -0.16 0.30
C 4.993955 1.951272 -3.210506 -0.03 -0.37 0.12
C -1.645573 -8.192883 1.739224 -0.09 -0.05 -0.17
C -2.310107 -7.976421 0.459619 0.20 -0.21 0.38
C -1.627580 -5.592846 0.472527 0.01 0.22 0.21
C -3.534860 1.751387 -0.218799 0.02 -0.08 0.04
H 3.425520 6.806082 6.406188 0.07 0.02 0.02
C -0.044550 -0.424674 -4.834581 -0.14 -0.16 0.00
C -5.538167 -4.417663 -1.426575 -0.10 -0.09 0.01
O 1.634771 0.196612 -6.340982 0.17 -0.09 0.03
C 1.044051 0.424490 0.733932 -0.38 0.35 -0.32
O 2.590344 6.644350 5.928994 0.25 0.03 0.03
H -4.468884 2.276027 -0.352680 -0.22 0.12 -0.14
F 1.269171 2.643121 -3.506818 0.43 -0.40 -0.04
H 5.884245 5.186176 3.111971 0.00 0.00 -0.03
C 2.932461 -10.719525 -1.899010 0.28 0.44 -0.17
H -2.741164 5.503616 2.030134 -0.11 0.21 0.22
O -7.578601 -5.570364 -1.191223 -0.25 0.00 0.07
C 1.561595 -10.969993 -1.335141 -0.36 0.00 0.14
H -3.437278 -2.127044 -1.271183 0.00 0.13 -0.08
H -1.679763 -9.187859 2.160107 0.00 0.01 0.03
C -1.197994 1.051101 1.464745 0.00 -0.48 0.44
S 0.023366 3.719855 -1.463623 0.65 1.98 0.31
C -0.464134 -1.273381 -3.733015 0.04 0.35 -0.38
N -2.488755 2.764835 0.057772 -0.90 -0.49 0.78
C 4.824443 5.330766 3.265081 0.03 0.10 0.23
H -3.210544 -7.307501 -1.567666 0.03 -0.07 0.02
O -1.028618 7.551702 4.279502 -0.23 -0.04 -0.07
H 4.287720 -9.182624 -2.640582 0.00 0.02 0.00
C 1.190115 -0.548960 -5.339783 -0.32 0.20 -0.06
O 4.227182 4.417985 1.190657 -0.27 0.11 0.04
C 3.306310 -9.350349 -2.220567 0.08 -0.20 -0.01
H -0.835661 -2.719941 -2.001757 -0.10 -0.05 0.00
O -2.905202 -8.845862 -0.145796 -0.06 0.05 -0.24
H 2.550104 -0.096401 -6.510087 0.07 0.00 -0.04
```
Forces are in eV/Å.

The multiplicity is 1. The charge is 0. Its orbital gap is 7.456 eV. Its total energy is -150631.4219 eV. As for the structure (SMILES): CC(=O)N(C)C1=C(S(=O)(=O)C(F)(F)F)C(=O)C=C(I)C1=O.O=C1C=C(O)C(=O)C=C1O.O=C1C=C(O)C(=O)C=C1O.O=C1C=C(O)C(=O)C=C1O.O=C1C=C(O)C(=O)C=C1O.O=C1C=C(O)C(=O)C=C1O.O=C1C=C(O)C(=O)C=C1O.O=C1C=C(O)C(=O)C=C1O.